Formula: C6H12O6
Source: the Open Molecules 2025 dataset
Level of theory: the ωB97M-V functional and the def2-TZVPD basis

The geometry in XYZ format:
```
24
Properties=species:S:1:pos:R:3
C 1.56854 -0.85623 -0.22226
O 1.89661 -1.16602 1.09568
C 3.30383 -1.21508 1.24916
O 3.82441 -2.27293 0.49105
C 3.49153 -2.05135 -0.81904
O 2.11539 -1.93287 -0.98641
H 1.85265 0.14279 -0.60524
H 0.47904 -0.97817 -0.37573
H 3.47243 -1.42779 2.32237
H 3.76536 -0.23441 1.02388
H 3.71280 -2.97428 -1.38887
H 4.08932 -1.23129 -1.26131
C -1.73378 2.00666 -0.57567
O -1.50474 0.75461 0.01307
C -2.67593 0.07365 0.25760
O -3.57660 0.86205 0.98238
C -3.98336 2.04740 0.31102
O -2.81135 2.77137 -0.09074
H -1.82588 1.75701 -1.65021
H -0.79781 2.58267 -0.44298
H -2.30006 -0.82369 0.78575
H -3.13363 -0.26220 -0.69274
H -4.51842 2.67503 1.04943
H -4.71038 1.75306 -0.47017
```

Computed properties:
- SMILES = C1OCOCO1.C1OCOCO1
- energy (hartree) = -687.1657
- energy above the lowest of the compared OMol25 structures with the same formula, charge and spin (eV) = 2.363
- Kohn-Sham gap (eV) = 10.9
- LUMO level (eV) = 0.81

natural (NBO) atomic charge list, values in e, 2 entries: 0.202 -0.527

Formula: C6H12O6
Source: the Open Molecules 2025 dataset
Level of theory: the ωB97M-V functional and the def2-TZVPD basis

The geometry in XYZ format:
```
24
Properties=species:S:1:pos:R:3
C 0.46578 1.89679 2.71982
O 1.45502 2.86263 2.73240
C 1.06949 4.06707 2.05514
O 0.55115 3.84367 0.82097
C -0.48924 2.84537 0.85915
O -0.00743 1.74096 1.41585
H -0.41001 2.16989 3.33938
H 0.86298 0.93716 3.10294
H 1.96820 4.63384 1.74442
H 0.48026 4.71515 2.73209
H -0.89691 2.64196 -0.14976
H -1.32045 3.21539 1.48972
C 0.98827 -3.31317 -1.84475
O 0.03622 -4.27263 -1.57890
C -1.25385 -3.84638 -1.95308
O -1.58309 -2.66364 -1.36187
C -0.65777 -1.74419 -1.74848
O 0.60802 -2.12621 -1.35232
H 1.03524 -3.23783 -2.94818
H 1.97745 -3.65979 -1.48865
H -1.94223 -4.61600 -1.55402
H -1.40577 -3.79433 -3.04837
H -0.94761 -0.84573 -1.17039
H -0.58373 -1.44999 -2.81310
```

Computed properties:
- SMILES = C1OCOCO1.C1OCOCO1
- energy (hartree) = -687.1610
- energy above the lowest of the compared OMol25 structures with the same formula, charge and spin (eV) = 2.492
- Kohn-Sham gap (eV) = 11.1
- LUMO level (eV) = 0.82

natural (NBO) atomic charge list, values in e, 2 entries: 0.222 -0.539

Formula: C6H12O6S
Source: the Open Molecules 2025 dataset
Level of theory: the ωB97M-V functional and the def2-TZVPD basis

The geometry in XYZ format:
```
25
Properties=species:S:1:pos:R:3
C -2.14127 0.79430 -0.31902
C 0.56239 -2.23276 0.19341
C -1.10109 1.46604 0.58548
C 1.19568 -0.97003 0.61950
C 0.39247 1.46474 -0.00640
C 0.96280 0.11609 -0.44784
O -4.03606 -0.82117 -0.78768
O -0.86198 -2.08560 -0.09467
O -1.57104 2.78753 0.75292
O 2.59122 -1.26031 0.86999
O 0.41928 2.29413 -1.11101
O 2.13952 0.32698 -1.18280
S -3.20897 -0.37880 0.29485
H -2.13672 0.80486 -1.40580
H 1.09791 -2.60352 -0.64110
H 0.59131 -3.03265 0.96195
H -1.18102 1.00328 1.58869
H 0.79866 -0.78622 1.59456
H 0.93668 1.93320 0.88728
H 0.22234 -0.46226 -0.98375
H -1.39647 -2.83091 0.23771
H -1.12335 3.54228 0.37697
H 2.86075 -1.74204 0.18449
H 1.14730 1.88483 -1.60198
H 2.83965 0.78803 -0.56576
```

Computed properties:
- energy (hartree) = -1085.3173
- energy above the lowest of the compared OMol25 structures with the same formula, charge and spin (eV) = 2.039
- Kohn-Sham gap (eV) = 8.8
- LUMO level (eV) = 0.00

natural (NBO) atomic charge list, values in e, 2 entries: -0.486 -0.085

Formula: C6H12OS
Source: the Open Molecules 2025 dataset
Level of theory: the ωB97M-V functional and the def2-TZVPD basis

The geometry in XYZ format:
```
20
Properties=species:S:1:pos:R:3
O 0.65884 -0.17739 1.44347
C 0.44166 -0.14553 0.04632
C 1.83095 -0.52013 -0.59593
S 3.21602 0.30726 0.11930
C -0.13821 1.14754 -0.47208
C -1.59639 1.11559 0.15452
C -2.00612 -0.38074 0.26582
C -0.73034 -1.17089 -0.27072
H 1.15751 0.67812 1.52912
H 2.03064 -1.60777 -0.46151
H 1.89801 -0.30215 -1.67419
H 3.34513 -0.53857 1.13734
H 0.49773 2.00757 -0.20881
H -0.28440 1.19367 -1.54089
H -2.22380 1.70019 -0.56897
H -1.65874 1.60255 1.13395
H -2.95376 -0.69112 -0.27204
H -2.04863 -0.63527 1.30949
H -0.77417 -1.40801 -1.32426
H -0.66194 -2.17491 0.25006
```

Computed properties:
- SMILES = OC1(CS)CCCC1
- energy (hartree) = -709.2232
- energy above the lowest of the compared OMol25 structures with the same formula, charge and spin (eV) = 0.440
- Kohn-Sham gap (eV) = 10.0
- LUMO level (eV) = 0.84

natural (NBO) atomic charge list, values in e, 2 entries: -0.724 0.238

Formula: C6H12OS3
Source: the Open Molecules 2025 dataset
Level of theory: the ωB97M-V functional and the def2-TZVPD basis

The geometry in XYZ format:
```
22
Properties=species:S:1:pos:R:3
C -1.43974 -0.48053 -0.26425
C 1.42919 0.45680 0.27570
C -1.81058 -1.04520 -1.64953
C -2.54227 -0.18109 0.71378
C 1.50196 0.95264 1.73282
C 2.30086 1.15777 -0.72783
O 1.79855 -1.66522 -1.20838
S -0.47736 1.05092 -0.27018
S -0.54640 -1.83474 0.75962
S 1.46198 -1.38590 0.15738
H -2.27110 -0.31176 -2.27019
H -2.32792 -2.01337 -1.55388
H -0.77001 -1.33292 -2.14965
H -3.27818 0.37842 0.21109
H -2.16300 0.27279 1.59581
H -2.95290 -1.10150 1.03758
H 2.45971 0.79052 2.10052
H 0.73386 0.41144 2.29691
H 1.19939 1.95800 1.90694
H 3.21370 1.27813 -0.22262
H 1.94986 2.18028 -0.87910
H 2.53040 0.46451 -1.59253
```

Computed properties:
- energy (hartree) = -1505.5500
- energy above the lowest of the compared OMol25 structures with the same formula, charge and spin (eV) = 1.531
- Kohn-Sham gap (eV) = 9.0
- LUMO level (eV) = 0.10

natural (NBO) atomic charge list, values in e, 2 entries: -0.218 -0.195

Formula: C6H12OS3
Source: the Open Molecules 2025 dataset
Level of theory: the ωB97M-V functional and the def2-TZVPD basis

The geometry in XYZ format:
```
22
Properties=species:S:1:pos:R:3
C -2.25092 -0.01312 -1.32850
C 3.73253 1.53659 0.82670
C -2.43449 -2.45584 0.14361
C 0.23655 -0.12311 -0.52481
C 1.25611 0.13361 0.59046
C -1.17231 0.03802 -0.10192
O -1.96633 -0.03264 -2.46254
S -1.52953 1.73935 0.40609
S 2.91758 0.23330 -0.16510
S -1.89035 -1.06622 1.18734
H -3.28322 0.26378 -0.86890
H 4.77713 1.41471 0.64531
H 3.69049 1.31628 1.98057
H 3.47060 2.64313 0.50635
H -3.43851 -1.99488 -0.31950
H -2.68940 -3.34384 0.69425
H -1.59687 -2.64583 -0.52450
H 0.49574 0.51999 -1.36389
H 0.36946 -1.04912 -1.07371
H 1.16733 -0.73933 1.27934
H 1.11785 1.10245 1.00575
H -0.97941 2.52270 -0.53238
```

Computed properties:
- energy (hartree) = -1505.3925
- expectation value of S² = 2.01
- energy above the lowest of the compared OMol25 structures with the same formula, charge and spin (eV) = 0.153
- Kohn-Sham gap (alpha / beta) (eV) = 6.1 / 6.0
- LUMO level (alpha / beta) (eV) = 0.59 / -2.74
- 2S+1 = 3

natural (NBO) atomic charge list, values in e, 2 entries: -0.031 -0.764

Formula: C6H12OSSi
Source: the Open Molecules 2025 dataset
Level of theory: the ωB97M-V functional and the def2-TZVPD basis

The geometry in XYZ format:
```
21
Properties=species:S:1:pos:R:3
C -2.38968 1.64292 -0.30629
C -1.43168 0.60529 -0.07373
C -1.39671 -0.67306 0.14949
C -2.54650 -1.70121 0.42631
S 0.11451 -1.57278 0.22297
Si 1.34285 0.12161 -0.10381
C 2.55288 0.29388 1.38882
C 2.64634 -0.20491 -1.48072
O 0.22409 1.22235 -0.18028
H -2.18125 2.31270 -1.17549
H -2.43313 2.37559 0.53532
H -3.37242 1.13733 -0.42198
H -2.39850 -2.55374 -0.26046
H -3.45832 -1.06354 0.27899
H -2.51436 -2.07035 1.38736
H 2.65715 1.30378 1.69576
H 2.24110 -0.30835 2.23606
H 3.60135 -0.04207 1.08102
H 2.48821 -1.22519 -1.95449
H 2.60934 0.55105 -2.35811
H 3.64475 -0.15131 -1.08674
```

Computed properties:
- SMILES = CC1=C(C)S[Si](C)(C)O1
- energy (hartree) = -998.7407
- energy above the lowest of the compared OMol25 structures with the same formula, charge and spin (eV) = 0.534
- Kohn-Sham gap (eV) = 9.1
- LUMO level (eV) = 0.72

natural (NBO) atomic charge list, values in e, 2 entries: -0.692 0.345

Formula: C6H12OSi
Source: the Open Molecules 2025 dataset
Level of theory: the ωB97M-V functional and the def2-TZVPD basis

The geometry in XYZ format:
```
20
Properties=species:S:1:pos:R:3
C -1.90228 1.40036 0.84159
C 0.35424 -2.22018 -1.49580
C -1.59186 0.09588 0.75154
C -0.48696 -1.73854 -0.47006
C 1.46324 0.22228 1.21039
C -1.17170 -0.46285 -0.46561
O 2.06627 0.84545 0.17177
Si 1.52513 1.60269 -1.05663
H -2.14863 1.75356 1.86225
H -1.71004 2.15799 0.04924
H 0.74271 -3.31668 -1.41500
H 0.56487 -1.61486 -2.32960
H -1.57918 -0.44285 1.66021
H -0.67499 -2.35244 0.32367
H 2.27432 0.03067 1.85688
H 1.03624 -0.70649 0.86235
H 0.76194 0.88176 1.57890
H -1.17462 0.20136 -1.36577
H 0.84244 0.79204 -2.04364
H 0.80889 2.87084 -0.52669
```

Computed properties:
- energy (hartree) = -600.3645
- energy above the lowest of the compared OMol25 structures with the same formula, charge and spin (eV) = 5.674
- Kohn-Sham gap (alpha / beta) (eV) = 7.5 / 6.3
- LUMO level (alpha / beta) (eV) = -0.06 / -0.82

natural (NBO) atomic charge list, values in e, 2 entries: -0.351 -0.359

Formula: C6H12S
Source: the Open Molecules 2025 dataset
Level of theory: the ωB97M-V functional and the def2-TZVPD basis

The geometry in XYZ format:
```
19
Properties=species:S:1:pos:R:3
C -3.01556 -0.16787 -0.17725
S -1.46118 0.02508 -1.08967
C -0.13607 -0.11950 0.13409
C -0.46380 -0.65201 1.45697
C 1.09203 0.23258 -0.33465
C 2.30902 0.18133 0.56839
C 1.28746 0.63403 -1.75531
H -3.07322 -1.10326 0.26710
H -3.17859 0.60738 0.51716
H -3.87298 0.02407 -0.85586
H 0.48153 -0.75644 2.00404
H -1.17385 -0.04108 2.01054
H -0.85882 -1.63169 1.35857
H 2.13832 -0.58387 1.38193
H 3.16245 -0.12986 -0.02095
H 2.49387 1.22137 0.91762
H 0.73667 0.04293 -2.47375
H 2.33213 0.50143 -1.99058
H 1.20060 1.71538 -1.91837
```

Computed properties:
- SMILES = CSC(C)=C(C)C
- energy (hartree) = -633.9614
- energy above the lowest of the compared OMol25 structures with the same formula, charge and spin (eV) = 0.632
- Kohn-Sham gap (eV) = 8.6
- LUMO level (eV) = 0.96

natural (NBO) atomic charge list, values in e, 2 entries: -0.741 0.198

Formula: C6H12Si
Source: the Open Molecules 2025 dataset
Level of theory: the ωB97M-V functional and the def2-TZVPD basis

The geometry in XYZ format:
```
19
Properties=species:S:1:pos:R:3
C -0.26482 1.04596 0.71378
C -0.43854 -0.09165 1.20653
C -0.14545 2.24751 0.21958
C 0.65494 -0.80121 2.04472
C -1.76166 -0.92599 0.90335
C 0.57819 -0.34581 -2.33035
Si 2.15794 -0.10370 -1.30025
H 0.07475 2.38297 -0.76468
H -0.25993 3.05791 0.76209
H 1.51843 -0.19422 2.37337
H 0.14324 -1.14095 2.88043
H 0.90461 -1.64394 1.52558
H -2.09110 -0.51912 -0.02594
H -1.43159 -1.87954 0.88089
H -2.52712 -0.53280 1.62543
H 0.81105 -0.23622 -3.47601
H 0.23266 -1.36524 -2.30152
H -0.26619 0.35038 -2.23162
H 2.09493 1.34955 -0.75589
```

Computed properties:
- energy (hartree) = -525.0615
- expectation value of S² = 2.00
- energy above the lowest of the compared OMol25 structures with the same formula, charge and spin (eV) = 1.009
- Kohn-Sham gap (alpha / beta) (eV) = 7.5 / 7.4
- LUMO level (alpha / beta) (eV) = 1.00 / -1.55
- 2S+1 = 3

natural (NBO) atomic charge list, values in e, 2 entries: 0.080 -0.058

Formula: C6H13AsCl3N4PtSe
Source: the Open Molecules 2025 dataset
Level of theory: the ωB97M-V functional and the def2-TZVPD basis

The geometry in XYZ format:
```
29
Properties=species:S:1:pos:R:3
Pt 0.08700 -0.07281 -0.10209
Se -4.45727 -0.73033 1.40913
C -2.80956 -0.66256 0.83942
N -1.70835 -0.65908 0.42801
N 2.38894 1.85761 -0.41473
N 2.01561 0.48798 -0.68540
H 3.34677 2.00182 -0.72220
H 2.36480 1.98398 0.59181
H 2.69686 -0.15662 -0.28596
H 2.06096 0.38119 -1.69574
C -0.38479 -3.55735 0.68726
As 0.32250 -2.35879 -0.63916
C -0.71181 -2.73350 -2.22103
C 2.09760 -3.00754 -1.04908
H -0.43837 -4.55249 0.24667
H -1.37735 -3.21012 0.96178
H 0.25568 -3.57638 1.56604
H -0.42343 -3.69776 -2.63559
H -0.56162 -1.94943 -2.95926
H -1.76060 -2.75089 -1.92921
H 2.02056 -4.07973 -1.22713
H 2.78268 -2.83752 -0.22053
H 2.47842 -2.53342 -1.95302
Cl -1.95004 4.94896 1.36204
C -0.48417 4.51108 0.49988
Cl -0.47323 5.16242 -1.13774
Cl 0.96030 5.01721 1.38937
C -0.43296 3.04573 0.39690
N -0.40870 1.90768 0.33345
```

Computed properties:
- net charge = +1
- energy (hartree) = -6592.2743
- energy above the lowest of the compared OMol25 structures with the same formula, charge and spin (eV) = 0.000
- Kohn-Sham gap (eV) = 7.2
- LUMO level (eV) = -3.16

natural (NBO) atomic charge list, values in e, 2 entries: 0.593 -0.075

Formula: C6H13BaF3O3P
Source: the Open Molecules 2025 dataset
Level of theory: the ωB97M-V functional and the def2-TZVPD basis

The geometry in XYZ format:
```
27
Properties=species:S:1:pos:R:3
F -2.94886 1.68507 1.38168
C -3.11759 1.63589 0.06920
F -3.46671 0.37767 -0.25596
F -4.16169 2.41373 -0.23432
C -1.87449 2.06596 -0.71119
O -0.75285 1.94085 0.13589
C 0.49055 1.97776 -0.51221
C 0.84417 0.59347 -1.06007
C 0.74765 -0.49342 0.04040
C 0.01009 -1.72863 -0.35838
O 0.23608 -2.70781 0.57828
P 1.61469 -2.52827 1.65124
O 2.02928 -1.04634 0.37548
H -1.81085 1.40528 -1.58087
H -2.00265 3.09148 -1.06442
H 1.22320 2.28848 0.23724
H 0.51722 2.71963 -1.31830
H 1.86837 0.64264 -1.42817
H 0.23726 0.31324 -1.92502
H 0.30630 0.02501 0.89178
H -1.05617 -1.54538 -0.52567
H 0.43151 -2.04847 -1.33922
H 1.22635 -3.54907 2.53125
H 2.33320 -3.42608 0.77969
H 2.83409 -2.17202 2.34250
H 0.89753 -1.51391 2.35287
Ba 3.34430 -0.41675 -1.05369
```

Computed properties:
- net charge = +1
- energy (hartree) = -1128.2025
- Kohn-Sham gap (eV) = 7.1
- LUMO level (eV) = -4.66

Löwdin atomic charge list, values in e, 2 entries: 0.180 -0.608

| no. | largest force on an atom (eV/Å) |
| --- | --- |
| 1 | 2.523 |
| 2 | 3.500 |
| 3 | 5.961 |
| 4 | 3.097 |
| 5 | 4.099 |
| 6 | 9.013 |
| 7 | 5.107 |
| 8 | 4.757 |
| 9 | 2.290 |
| 10 | 5.913 |
| 11 | 0.438 |
| 12 | 7.049 |